{
  "formula": "C9H9O2S",
  "method": "ωB97M-V with the def2-TZVPD basis set",
  "lumo_ha": [-0.2672, -0.1923],
  "e_above_lowest_kcal_mol": 114.57,
  "gap_ev": [5.0, 7.2],
  "charge": 1,
  "elements": ["C", "C", "C", "C", "C", "C", "C", "C", "C", "O", "O", "S", "H", "H", "H", "H", "H", "H", "H", "H", "H"],
  "positions_angstrom": [[4.60, -0.06, -0.95], [3.35, -0.74, -1.03], [4.73, 0.77, 0.07], [2.73, -0.31, 0.01], [-0.86, -0.57, 0.32], [-3.37, 0.59, 0.14], [-2.13, -1.31, 0.53], [-3.13, -0.44, 1.20], [-2.13, 1.31, -0.34], [-4.42, 0.66, -0.44], [-0.90, 0.61, -0.03], [3.26, 0.89, 1.01], [5.14, -0.28, -1.87], [3.04, -1.56, -1.74], [5.56, 1.42, 0.18], [-2.64, -1.61, -0.47], [-1.88, -2.27, 1.05], [-2.75, 0.04, 2.19], [-4.13, -0.98, 1.39], [-2.02, 1.50, -1.40], [-2.06, 2.34, 0.19]]
}

{
  "formula": "C9H9O2S",
  "method": "ωB97M-V with the def2-TZVPD basis set",
  "lumo_ha": [-0.2667, -0.2667],
  "e_above_lowest_kcal_mol": 29.08,
  "gap_ev": [5.4, 5.4],
  "charge": 1,
  "elements": ["C", "C", "C", "C", "C", "C", "C", "C", "C", "O", "O", "S", "H", "H", "H", "H", "H", "H", "H", "H", "H"],
  "positions_angstrom": [[3.25, 0.70, 0.18], [1.96, 0.25, -0.30], [3.35, 0.85, 1.53], [1.11, 0.33, 0.73], [-0.99, -1.92, -0.53], [-2.10, -1.43, -1.21], [-2.61, -0.10, -0.67], [-1.36, 0.77, -0.42], [-0.59, 0.10, 0.65], [-2.67, -1.97, -2.10], [-0.55, -1.37, 0.52], [1.84, 0.59, 2.37], [4.12, 0.96, -0.30], [1.77, 0.17, -1.34], [4.01, 1.54, 1.96], [-0.72, -2.97, -0.65], [-3.23, 0.55, -1.19], [-3.08, -0.12, 0.40], [-0.86, 0.94, -1.36], [-1.68, 1.75, 0.00], [-0.96, 0.38, 1.72]]
}

{
  "formula": "C9H9O2S",
  "method": "ωB97M-V with the def2-TZVPD basis set",
  "s2": 2.03,
  "spin_multiplicity": 3,
  "lumo_ha": [-0.2276, -0.2493],
  "e_above_lowest_kcal_mol": 56.21,
  "gap_ev": [5.3, 5.1],
  "charge": 1,
  "elements": ["C", "C", "C", "C", "C", "C", "C", "C", "C", "O", "O", "S", "H", "H", "H", "H", "H", "H", "H", "H", "H"],
  "positions_angstrom": [[4.25, 0.11, 0.65], [3.64, 0.85, -0.43], [3.59, -1.04, 0.95], [2.54, 0.17, -0.51], [-0.89, -1.46, 0.64], [-2.14, -1.65, -0.07], [-2.90, -0.35, -0.44], [-2.58, 1.01, 0.27], [-1.34, 0.72, 1.00], [-2.59, -2.76, -0.14], [-0.62, -0.32, 1.19], [2.18, -1.34, 0.04], [5.13, 0.54, 1.08], [3.96, 1.81, -0.81], [3.84, -1.87, 1.61], [-0.12, -2.20, 0.78], [-2.93, -0.23, -1.51], [-3.90, -0.67, -0.20], [-2.61, 1.78, -0.49], [-3.37, 1.41, 0.94], [-1.07, 1.54, 1.69]]
}

{
  "formula": "C9H9P",
  "method": "ωB97M-V with the def2-TZVPD basis set",
  "s2": 2.04,
  "spin_multiplicity": 3,
  "lumo_ha": [0.0360, -0.0692],
  "e_above_lowest_kcal_mol": 0.00,
  "gap_ev": [7.2, 6.9],
  "elements": ["C", "C", "C", "C", "C", "C", "C", "C", "C", "P", "H", "H", "H", "H", "H", "H", "H", "H", "H"],
  "positions_angstrom": [[0.37, 2.96, 0.82], [0.12, 2.62, -0.53], [0.46, 2.01, 1.93], [-0.05, 1.27, -0.70], [0.23, 0.72, 1.60], [0.12, 0.26, 0.18], [0.12, -1.16, -0.04], [-0.63, -3.35, -0.82], [-0.37, -1.95, -1.33], [0.08, -2.73, 0.87], [0.68, 4.01, 1.03], [0.13, 3.28, -1.34], [0.57, 2.50, 2.99], [-0.21, 0.87, -1.66], [0.31, -0.01, 2.36], [-1.60, -3.54, -0.46], [0.68, -2.26, -1.60], [-0.98, -1.40, -2.17], [-0.03, -4.10, -1.13]]
}

{
  "formula": "C9H9PS",
  "method": "ωB97M-V with the def2-TZVPD basis set",
  "smiles": "c1ccc2pcccc2c1.S",
  "lumo_ha": -0.0047,
  "e_above_lowest_kcal_mol": 12.08,
  "gap_ev": 7.8,
  "elements": ["C", "C", "C", "C", "P", "C", "C", "C", "C", "C", "H", "H", "H", "H", "H", "H", "H", "S", "H", "H"],
  "positions_angstrom": [[2.76, -0.47, -0.82], [2.37, -0.52, -2.17], [1.06, -0.25, -2.44], [0.14, 0.15, -1.49], [-1.55, 0.24, -2.04], [-2.33, 0.69, -0.51], [-1.67, 1.10, 0.69], [-0.32, 0.84, 0.79], [0.53, 0.24, -0.14], [1.86, -0.06, 0.21], [3.80, -0.67, -0.37], [3.06, -0.72, -3.08], [0.89, -0.18, -3.44], [-3.33, 0.82, -0.59], [-2.24, 1.41, 1.63], [0.04, 0.96, 1.88], [2.36, -0.07, 1.17], [-2.07, -1.14, 3.21], [-2.64, -0.10, 3.86], [-2.72, -2.27, 3.64]]
}

{
  "formula": "CBr2O",
  "method": "ωB97M-V with the def2-TZVPD basis set",
  "lumo_ha": -0.0569,
  "e_above_lowest_kcal_mol": 8.06,
  "gap_ev": 8.8,
  "elements": ["C", "O", "Br", "Br"],
  "positions_angstrom": [[2.40, -0.60, -0.18], [2.37, 0.44, 0.25], [-2.68, 1.19, -0.01], [-2.09, -1.02, -0.06]]
}

{
  "formula": "CBr3ClS",
  "method": "ωB97M-V with the def2-TZVPD basis set",
  "s2": 2.01,
  "spin_multiplicity": 3,
  "lumo_ha": [-0.0092, -0.1041],
  "e_above_lowest_kcal_mol": 3.35,
  "gap_ev": [7.6, 6.6],
  "elements": ["C", "S", "Cl", "Br", "Br", "Br"],
  "positions_angstrom": [[-0.73, 0.09, 0.15], [1.37, -0.07, -1.48], [2.62, -0.43, 0.02], [-1.33, 1.89, 0.09], [-0.01, -0.33, 1.83], [-1.92, -1.15, -0.61]]
}

{
  "formula": "CBrCl2FS",
  "method": "ωB97M-V with the def2-TZVPD basis set",
  "lumo_ha": [-0.0605, -0.0634],
  "e_above_lowest_kcal_mol": 0.00,
  "gap_ev": [7.2, 7.1],
  "elements": ["C", "F", "S", "Cl", "Cl", "Br"],
  "positions_angstrom": [[-0.66, 0.30, -0.38], [-1.17, 0.13, 0.84], [1.83, 0.09, 0.19], [-0.95, -1.06, -1.40], [-0.95, 1.84, -1.03], [1.90, -1.31, 1.78]]
}

{
  "formula": "CBrCl2NO2",
  "method": "ωB97M-V with the def2-TZVPD basis set",
  "lumo_ha": [-0.0417, -0.0407],
  "e_above_lowest_kcal_mol": 43.52,
  "gap_ev": [8.9, 7.8],
  "elements": ["C", "N", "O", "O", "Cl", "Cl", "Br"],
  "positions_angstrom": [[1.73, 0.81, -0.03], [-1.04, -0.66, 0.06], [-0.96, -0.28, -1.05], [-1.38, -1.60, 0.70], [2.15, 2.05, 1.06], [1.58, 1.29, -1.66], [2.52, -0.99, 0.37]]
}

{
  "formula": "CBrClFO2S",
  "method": "ωB97M-V with the def2-TZVPD basis set",
  "lumo_ha": 0.1248,
  "e_above_lowest_kcal_mol": 0.00,
  "gap_ev": 7.3,
  "charge": -1,
  "elements": ["C", "O", "O", "F", "S", "Cl", "Br"],
  "positions_angstrom": [[-0.50, -0.51, -0.34], [1.99, 0.22, 0.72], [0.24, 1.93, 0.48], [-1.36, 0.16, -1.08], [1.07, 0.93, -0.18], [-0.35, -2.12, -1.04], [-1.09, -0.62, 1.45]]
}